(a)
DFT (wB97M-V/def2-TZVPD) results for a structure of composition C3HFHgO2.

The geometry in XYZ format:
```
8
Properties=species:S:1:pos:R:3
O 2.41091 -0.43546 -1.22000
C -0.63476 0.84311 -1.38873
Hg -1.23472 -1.30191 3.70742
H -0.69176 0.06703 0.92489
C -0.13432 0.57517 -0.24359
F -1.14824 -0.36587 1.88143
C 1.36211 0.00592 -1.25271
O 0.07078 0.61202 -2.40870
```

Results
HOMO level (spin up / spin down): -13.168 / -12.969 eV
Gap between HOMO and LUMO (spin up / spin down): 3.693 / 3.589 eV
Charge: +1
Spin multiplicity: 2



(b)
DFT (wB97M-V/def2-TZVPD) results for a structure of composition C3HFHgO2.

The geometry in XYZ format:
```
8
Properties=species:S:1:pos:R:3
O -0.31607 -0.12999 1.12850
C -0.24639 0.23216 -1.03153
F -1.38623 1.74531 0.47735
C 0.57542 -0.96562 0.62067
C -0.86444 0.61549 0.11390
Hg 3.06357 -0.75021 1.13847
H -1.14754 0.22220 -1.75167
O 0.32168 -0.96934 -0.69570
```

Results
HOMO level (spin up / spin down): -14.673 / -14.924 eV
Gap between HOMO and LUMO (spin up / spin down): 9.520 / 6.747 eV
Charge: +1
Spin multiplicity: 2



Short version: (a) is the least stable of them.



(a)
DFT (wB97M-V/def2-TZVPD) results for a cluster of 2 separate species, H5NP2S2 in total.

The geometry in XYZ format:
```
10
Properties=species:S:1:pos:R:3
H 0.85680 -0.78880 1.67993
H -2.66921 1.68535 1.05855
N 0.53064 -0.20934 0.91818
S -2.26876 1.31763 -0.15889
H 0.74540 0.73530 -1.20530
S 3.29659 0.28694 -0.07591
H -1.42007 -0.93027 -0.95735
P -1.79943 -0.60516 0.35487
P 1.44206 -0.17087 -0.40927
H 1.28597 -1.32079 -1.20481
```

Results
HOMO level: -8.340 eV
Gap between HOMO and LUMO: 7.010 eV
Charge: 0



(b)
DFT (wB97M-V/def2-TZVPD) results for a structure of composition H5NP2S2.

The geometry in XYZ format:
```
10
Properties=species:S:1:pos:R:3
H -2.50046 0.27390 -0.64717
N -0.45070 0.67819 0.85520
H 0.23569 -0.80184 -2.05161
H 0.88716 -1.25910 0.26328
P 1.02637 -0.01517 0.74797
S 1.79310 -0.00950 2.52762
H -0.78460 1.30002 1.55479
H 1.98883 0.61599 -0.16016
S -0.87251 -1.40464 -1.80887
P -1.32288 0.62216 -1.28104
```

Results
HOMO level: -8.249 eV
Gap between HOMO and LUMO: 7.202 eV
Charge: 0



Short version: (b) is the least stable of them.



(a)
DFT (wB97M-V/def2-TZVPD) results for a structure of composition C3H8N4O.

The geometry in XYZ format:
```
16
Properties=species:S:1:pos:R:3
H 0.06006 -2.43211 0.57763
C 0.48873 -0.49529 -0.05793
N 0.65256 -1.85711 -0.14115
H -3.92573 -0.66092 -0.03714
H 0.99850 2.01504 1.24134
H 1.14469 2.35635 -0.56044
H 2.28335 -1.30397 -0.01581
N -0.68104 -0.11063 0.23973
C -2.90125 -0.15339 -0.19762
N -1.94498 -0.82929 0.40571
H -2.88428 0.92599 -1.09855
O 1.79820 -2.22344 0.04117
H -0.84247 0.74303 -0.54148
C 1.57604 1.62574 0.23633
N 1.59553 0.28278 -0.32497
H 2.58209 2.11723 0.23318
```

Results
HOMO level: -7.995 eV
Gap between HOMO and LUMO: 8.234 eV
Charge: 0



(b)
DFT (wB97M-V/def2-TZVPD) results for the molecule C3H8N4O.

The geometry in XYZ format:
```
16
Properties=species:S:1:pos:R:3
C 0.47628 0.52469 0.33133
H -1.43822 2.11482 -0.12958
C -0.99870 0.38966 0.57626
C 0.99887 -0.47356 -0.68238
N -1.87660 1.27063 0.32166
H 1.00637 0.49564 1.26326
H 0.39568 1.99655 -0.97396
O 0.78430 1.84374 -0.10954
H -0.68877 -1.27171 1.63226
H 0.77940 -2.35296 -1.38713
N 2.05710 -0.18766 -1.33576
H -0.48083 -1.90022 -0.27143
H 2.20663 0.83535 -1.30569
N 0.43062 -1.71250 -0.67453
N -1.39620 -0.80735 1.11069
H -2.25594 -0.76513 1.63454
```

Results
HOMO level: -9.259 eV
Structure (SMILES): [H]/N=C(/N)C(O)/C(N)=N\[H]
Gap between HOMO and LUMO: 9.916 eV
Charge: 0



Short version: (a) is the least stable of them.



(a)
DFT (wB97M-V/def2-TZVPD) results for the ion C6H10N5 with charge +1.

The geometry in XYZ format:
```
21
Properties=species:S:1:pos:R:3
H -1.19090 -2.09249 0.55486
N -1.38004 -0.28860 1.39845
C -1.20112 2.00665 0.28784
N 0.72542 -1.60342 1.12696
N 0.61470 0.55356 -1.67122
H 2.91724 -1.41857 -0.34360
C -1.27812 0.40111 0.12201
C 1.84544 -0.01438 -1.80333
H 2.60057 0.26839 -2.45540
N -0.78794 2.72222 -0.63721
C 2.09081 -0.91516 -0.78480
H -0.85604 -2.09039 2.28386
H 0.17102 0.88278 -2.56278
H 1.24521 -2.52904 1.32545
H -0.89123 0.24586 2.18496
C -0.09953 0.00833 -0.64334
H -2.31922 0.27888 -0.38732
C -0.76285 -1.55878 1.37177
H -0.69352 3.74574 -0.48246
H -1.71830 2.41680 1.18678
N 0.96842 -1.01949 -0.07148
```

Results
HOMO level: -12.569 eV
Structure (SMILES): [H]/N=C/[C@@H]1NCN[n+]2cc[nH]c21
Gap between HOMO and LUMO: 8.922 eV
Charge: +1



(b)
DFT (wB97M-V/def2-TZVPD) results for a structure of composition C6H10N5.

The geometry in XYZ format:
```
21
Properties=species:S:1:pos:R:3
H 2.32270 0.65780 0.00788
C -0.68394 -0.98050 -0.06617
C -3.68188 -0.34229 0.10067
H -3.53126 -1.45508 0.27209
C 1.88398 -1.37482 0.03268
H -4.03481 0.07914 0.94947
H -2.10690 2.28616 -0.22778
H -0.69497 -3.11995 0.12178
N 3.26975 1.73251 -0.07966
H 3.94175 1.64315 -0.84081
N 1.10522 -2.38666 0.00951
C 0.20390 0.18114 0.02957
H 2.76655 2.55108 -0.32640
N -1.70852 1.26448 -0.09315
N 1.50877 -0.06724 0.17569
H 3.76531 1.48604 0.79461
H -4.30855 -0.05726 -0.72535
C -2.34924 0.13554 -0.12633
C -0.21651 -2.23212 0.03849
N -0.37412 1.37208 0.01771
H 2.92276 -1.37323 -0.06451
```

Results
HOMO level: -12.576 eV
Gap between HOMO and LUMO: 8.585 eV
Charge: +1



Short version: (b) is the least stable of them.